The following is a DFT calculation (the ωB97M-V functional and the def2-TZVPD basis) of C15H21F5GeN3NiO2Te as an isolated structure.

Last column: Löwdin charge in e.
Cartesian coordinates (Å):
Ni -0.59048 -0.57792 0.73070  0.617
O 0.36224 1.12358 0.54402  -0.133
C -0.04065 2.35051 0.57834  -0.342
C 0.88958 3.38031 0.27581  -0.021
C 0.54121 4.70765 0.27780  -0.107
C -0.76418 5.10295 0.58539  -0.126
C -1.68802 4.12816 0.89062  -0.067
C -1.36526 2.76565 0.90068  -0.084
C -2.38631 1.78294 1.24418  -0.244
N -2.26426 0.46848 1.21852  0.051
C -3.46232 -0.07405 1.61433  -0.111
C -4.33326 0.92547 1.89393  -0.085
N -3.64547 2.09716 1.64993  0.100
H 1.89820 3.06434 0.04023  0.107
H 1.28793 5.45565 0.03659  0.096
H -1.04585 6.14725 0.58338  0.087
H -2.70059 4.44293 1.12150  0.092
H -3.58934 -1.14113 1.67439  0.110
H -5.35174 0.91860 2.23705  0.102
H -4.00113 3.02572 1.77428  0.135
C 1.85201 0.28738 -2.34213  -0.212
Ge 2.95405 -1.03004 -1.40294  0.828
C 4.85086 -0.54384 -1.60741  -0.229
C 2.63144 -2.80504 -2.15507  -0.213
C 2.47304 -1.12507 0.49784  -0.370
H 2.00352 0.21250 -3.42078  0.012
H 2.09262 1.30105 -2.02067  0.007
H 0.79861 0.11326 -2.12146  0.011
H 5.12853 -0.51557 -2.66250  0.007
H 5.48928 -1.27137 -1.10416  0.011
H 5.04828 0.43896 -1.17648  0.009
H 2.99899 -2.88024 -3.17964  0.010
H 1.55973 -3.00639 -2.14640  0.020
H 3.11702 -3.56751 -1.54465  0.018
H 2.46563 -0.14720 0.98244  0.066
H 3.18066 -1.76852 1.02741  0.061
F -2.74784 -3.99881 -0.60287  -0.108
Te 0.60582 -3.22425 1.82403  1.976
F 1.84777 -2.43644 2.99755  -0.431
F 2.17537 -4.27118 1.32268  -0.539
F 0.13473 -4.26135 3.43298  -0.576
F -0.51414 -1.61155 2.53346  -0.517
O 1.16106 -1.69575 0.54185  -0.636
C -3.56037 -2.00629 -1.53414  -0.058
C -2.46857 -2.57257 -0.66818  -0.539
N -1.51988 -2.09546 -0.09649  0.019
H -3.40164 -0.93787 -1.66477  0.064
H -4.53628 -2.17474 -1.07455  0.066
H -3.57058 -2.50032 -2.50660  0.065

Values from the calculation:
Total energy (eV): -142906.0025
Total charge: -1
HOMO (spin up / spin down) (eV): -5.109 / -5.083
Orbital gap (spin up / spin down) (eV): 7.56 / 7.53
LUMO level (spin up / spin down) (Ha): 0.090 / 0.090
ΔE to the lowest compared entry with this formula, charge and spin (eV): 0.258
<S²>: 2.00
2S+1: 3

The following is a DFT calculation (the ωB97M-V functional and the def2-TZVPD basis) of C18H52BF4N5O5 as an isolated structure in a non-equilibrium geometry.

Last column: Löwdin charge in e.
Cartesian coordinates (Å):
C 0.84233 -5.29526 2.18478  0.053
C 1.67201 -4.02633 2.04975  -0.351
O 2.61815 -3.76831 2.74903  0.200
N 1.39013 -3.15794 0.83622  0.140
H 2.24784 -2.68847 0.58314  0.148
H 1.21857 -3.75298 0.03835  0.172
C 0.25797 -2.16033 0.95258  -0.013
H 1.03480 -5.77890 3.14246  0.123
H 1.13185 -5.92605 1.34432  0.112
H -0.23479 -5.16267 2.08299  0.096
H 0.29404 -1.73542 -0.05054  0.068
H 0.40130 -1.50387 1.81084  0.161
H -0.69331 -2.67230 1.09769  0.166
C -0.45451 1.75759 2.52101  0.088
C 0.27081 2.77830 1.66375  -0.304
O 0.04300 3.94611 1.49423  0.191
N 1.52463 2.12958 0.99128  0.112
H 1.26282 1.34761 0.40811  0.018
H 2.03876 2.82686 0.47208  0.189
C 2.53985 1.53177 2.01663  0.078
H -1.16788 2.37748 3.06411  0.113
H 0.09156 1.43825 3.40865  0.130
H -0.70726 0.98577 1.79402  0.077
H 2.56973 2.33886 2.74863  0.130
H 3.52889 1.41550 1.57347  0.109
H 2.21051 0.58645 2.44791  0.116
C -2.77810 5.94323 1.74442  -0.002
C -3.35346 4.55546 1.23024  -0.187
C -2.18189 3.73633 0.54529  -0.195
O -2.64235 2.51354 0.02936  -0.180
C -1.66018 1.83769 -0.80721  -0.034
N -3.84657 3.66197 2.38976  0.244
H -4.06430 2.73048 2.06573  0.144
H -3.08010 3.58230 3.04266  0.146
H -4.67504 3.87855 2.92533  0.180
H -1.97223 5.83390 2.47018  0.079
H -3.52879 6.50894 2.29627  0.096
H -2.33107 6.49280 0.91603  0.104
H -4.19628 4.73479 0.56271  0.159
H -1.32936 3.56247 1.20184  0.017
H -1.81388 4.30706 -0.30732  0.148
H -0.82664 1.56777 -0.15879  -0.071
H -1.37440 2.55687 -1.57480  0.125
H -2.04924 0.92091 -1.25023  0.065
C -2.79695 -2.63233 -3.43275  -0.013
C -2.23067 -1.46593 -2.58079  -0.193
C -3.07301 -1.06151 -1.37915  -0.087
O -2.36155 -0.20360 -0.39645  -0.329
C -3.12827 -0.06435 0.81804  -0.034
N -0.79902 -1.95713 -2.01577  0.255
H -0.19266 -2.09466 -2.81171  0.135
H -0.34169 -1.30136 -1.39859  -0.085
H -0.68112 -2.81986 -1.50402  0.156
H -2.92077 -3.60812 -2.96307  0.098
H -2.19041 -2.82883 -4.31684  0.095
H -3.77862 -2.34179 -3.80694  0.110
H -2.07203 -0.59377 -3.21504  0.161
H -3.37680 -1.99616 -0.90773  0.141
H -3.96481 -0.51009 -1.67701  0.161
H -4.07895 0.42653 0.60987  0.114
H -2.61029 0.60393 1.50594  0.070
H -3.29468 -1.03580 1.28356  0.112
C 5.24394 -0.43809 -0.56535  -0.002
C 4.01542 -0.43706 -1.46784  -0.258
C 3.70822 -1.72854 -2.13303  -0.173
O 2.64191 -1.58448 -3.03323  -0.203
C 2.28115 -2.70848 -3.83617  -0.044
N 2.80860 0.02649 -0.66275  0.208
H 2.58921 1.01124 -0.61549  0.155
H 1.99747 -0.31777 -1.15636  0.101
H 2.76840 -0.23316 0.31247  0.058
H 6.12939 -0.54058 -1.19269  0.117
H 5.29848 -1.23394 0.17746  0.097
H 5.34828 0.43697 0.07612  0.089
H 4.08508 0.41644 -2.14222  0.171
H 3.45288 -2.44227 -1.34978  0.128
H 4.52155 -2.05707 -2.78008  0.167
H 1.62165 -2.39772 -4.64647  0.108
H 1.68991 -3.39890 -3.23463  0.077
H 3.18515 -3.15547 -4.24981  0.117
B 0.43352 -0.11912 -0.02580  -1.306
F -0.59301 -0.60127 0.72467  0.088
F 1.62643 -0.13334 0.74711  0.020
F 0.62000 -0.82215 -1.14529  0.252
F 0.19094 1.18707 -0.35973  0.203

Values from the calculation:
Total energy (eV): -48687.4996
Total charge: +4
HOMO (eV): -19.036
Orbital gap (eV): 7.97
LUMO level (Ha): -0.407
ΔE to the lowest compared entry with this formula, charge and spin (eV): 23.391

The following is a DFT calculation (the ωB97M-V functional and the def2-TZVPD basis) of C28H51Cl8N4O9Pd as an isolated structure in a non-equilibrium geometry.

Last column: Löwdin charge in e.
Cartesian coordinates (Å):
Pd 7.16734 -1.26331 0.63713  0.009
C 0.02046 -1.58655 0.22168  -0.113
C 1.38467 -2.07261 -0.19727  -0.326
O 2.30525 -2.28632 0.89045  -0.007
H -0.05583 -0.52549 0.45924  0.072
H -0.55218 -2.20228 0.91528  0.072
H -0.62788 -1.65857 -0.65157  0.066
H 1.74830 -1.52448 -1.06642  0.113
H 1.23442 -3.03200 -0.69233  0.119
C 10.12013 3.93509 -3.70642  0.005
C 9.94524 2.97045 -2.64822  -0.322
C 11.14104 2.77456 -1.62474  -0.308
O 10.78547 2.15617 -0.59646  0.052
C 12.33588 3.47536 -1.84941  0.077
C 12.43368 4.36541 -2.89986  -0.312
C 11.28407 4.59061 -3.83666  -0.355
O 11.40989 5.44465 -4.87554  -0.110
O 13.56771 4.96338 -2.88797  0.039
O 8.88805 2.30090 -2.47052  -0.016
H 9.39982 4.02144 -4.50649  0.117
H 13.15419 3.21807 -1.19323  0.131
Cl 1.63260 6.17743 -3.86400  0.556
C 2.22094 5.03156 -5.05841  -0.699
C 2.19107 3.62296 -4.45030  -0.598
Cl 0.55668 2.89653 -4.84966  0.476
H 3.21137 5.40868 -5.31319  0.065
H 1.80013 5.12281 -6.05975  0.070
H 2.31400 3.61587 -3.36728  0.060
H 2.94495 2.97910 -4.90330  0.071
Cl -7.17138 -4.85752 4.39361  0.556
C -6.18479 -4.42113 5.77492  -0.692
C -5.89281 -2.94026 5.83552  -0.666
Cl -7.34447 -2.00167 6.23792  0.531
H -5.21854 -4.90569 5.63473  0.071
H -6.71738 -4.84416 6.62668  0.067
H -5.49137 -2.54171 4.90379  0.070
H -5.24480 -2.58591 6.63716  0.063
Cl 0.35593 -8.68758 1.70831  0.496
C 1.58882 -8.24310 2.96097  -0.638
C 2.99791 -8.58016 2.44904  -0.666
Cl 3.14521 -10.33461 2.18011  0.531
H 1.41086 -8.83373 3.85963  0.062
H 1.52466 -7.18851 3.22896  0.073
H 3.67868 -8.26140 3.23838  0.072
H 3.22700 -8.02440 1.53979  0.072
Cl 2.44374 0.58501 8.94731  0.502
C 2.91589 -1.11675 8.53307  -0.642
C 1.78941 -2.01702 7.94760  -0.662
Cl 0.53993 -2.25905 9.17467  0.537
H 3.18859 -1.63430 9.45279  0.054
H 3.74370 -1.12112 7.82399  0.072
H 2.15796 -2.99862 7.64971  0.069
H 1.41197 -1.54580 7.04009  0.070
C 5.14713 4.26639 4.31326  -0.349
O 5.15007 3.29147 3.56822  0.004
N 4.15264 5.15042 4.32292  -0.211
C 4.26584 6.22729 5.28085  -0.074
C 2.89008 5.01853 3.62502  -0.033
H 5.89190 4.44312 5.10464  0.132
H 5.27326 6.31714 5.68722  0.082
H 3.55254 6.23592 6.10500  0.088
H 4.16261 7.11524 4.65716  0.087
H 2.53431 6.00704 3.33455  0.084
H 3.04051 4.46470 2.69834  0.093
H 2.18433 4.56296 4.31964  0.094
C -3.90033 -6.84986 -4.51692  -0.328
O -3.02061 -6.70708 -5.39121  -0.024
N -4.88780 -7.74684 -4.63602  -0.186
C -6.07947 -7.66262 -3.75953  -0.058
C -5.02441 -8.52635 -5.86429  -0.042
H -3.92141 -6.32225 -3.55081  0.132
H -6.96119 -7.28419 -4.27670  0.082
H -6.01599 -7.11748 -2.81778  0.084
H -6.40871 -8.64314 -3.41559  0.079
H -4.10404 -8.60153 -6.44339  0.090
H -5.24514 -9.53093 -5.50343  0.083
H -5.89047 -8.24765 -6.46460  0.089
C -6.66097 1.52875 -6.41292  -0.398
O -6.84489 2.07907 -7.49911  -0.011
N -6.33636 0.31077 -6.43743  -0.181
C -6.33401 -0.44424 -5.16508  -0.042
C -6.08249 -0.48370 -7.64191  -0.025
H -6.76621 1.96581 -5.40789  0.139
H -5.34804 -0.89878 -5.06834  0.086
H -7.11004 -1.18345 -4.96646  0.086
H -6.43970 0.24498 -4.32729  0.077
H -5.24887 -1.13760 -7.38579  0.083
H -6.96044 -1.04313 -7.96491  0.095
H -5.63212 -0.02297 -8.52112  0.092
C -6.16117 6.82741 2.40097  -0.370
O -6.50526 6.30932 3.47064  -0.017
N -5.32505 6.34260 1.50365  -0.180
C -4.87391 7.11468 0.33099  -0.046
C -4.69303 5.01805 1.73564  -0.024
H -6.52917 7.83402 2.14896  0.129
H -5.23548 6.71574 -0.61676  0.089
H -3.79833 7.29102 0.31908  0.087
H -5.18251 8.15054 0.47190  0.079
H -3.63037 5.18953 1.90729  0.087
H -5.09011 4.45498 2.58026  0.084
H -4.81303 4.41571 0.83515  0.083

Values from the calculation:
Total energy (eV): -157902.4912
Total charge: -1
HOMO (spin up / spin down) (eV): -4.772 / -4.328
Orbital gap (spin up / spin down) (eV): 5.78 / 4.19
LUMO level (spin up / spin down) (Ha): 0.037 / -0.005
<S²>: 2.04
2S+1: 3